# 1
This record from the Open Molecules 2025 dataset describes C5H7CsO4 as an isolated structure. The level of theory is ωB97M-V with the def2-TZVPD basis set.

Each line ends with the Mulliken charge.
Positions of all 17 atoms, in Å:
H1 -2.833858 0.393372 -0.706289  0.3297
O1 -1.710355 0.865634 0.896089  -0.5029
C1 -2.022732 0.107047 0.002315  -0.0305
C2 -1.437775 -1.250399 -0.219837  -0.4425
C3 -0.398293 -1.702962 0.788963  -0.3868
C4 0.098336 -3.138226 0.499655  -0.5529
O2 -0.839999 -4.091167 0.524860  -0.8712
H2 -1.036756 -1.259754 -1.249404  0.2591
H3 -2.286139 -1.956507 -0.247030  0.2574
H4 -0.826397 -1.684033 1.802981  0.2949
H5 0.441848 -0.980889 0.795271  0.2684
H6 0.923334 -3.333460 1.261438  0.2111
H7 0.619816 -3.086680 -0.515795  0.1658
O3 2.286617 5.486479 0.220363  -0.6589
C5 1.897884 4.684298 -0.641333  0.3942
O4 2.367143 4.462904 -1.766454  -0.6470
Cs1 4.757332 6.484340 -1.445787  0.9120

Forces on atoms 1 to 3 (eV/Å):
H 0.063 0.087 -0.033
O -0.291 -0.131 -0.453
C 0.264 -0.007 0.596

Summary:
Frontier orbital gap (spin up / spin down) = 2.39 / 2.23 eV
Spin multiplicity = 2
Total charge = -1
HOMO (spin up / spin down) = -2.031 / -2.031 eV

# 2
This record from the Open Molecules 2025 dataset describes a 11-piece molecular cluster, C4H33N2O10 overall. The level of theory is ωB97M-V with the def2-TZVPD basis set.

Each line ends with the Mulliken charge.
Positions of all 49 atoms, in Å:
C1 0.083571 2.950428 -0.743461  -0.6804
N1 1.164542 3.505639 0.248473  -0.3735
C2 2.416925 2.817353 0.021673  -0.7901
C3 -0.454000 1.704586 0.100256  -0.6016
N2 -0.795795 2.098040 1.468748  0.2425
C4 -2.286961 2.218939 1.561092  -0.6875
H1 -0.572164 3.823994 -1.029160  0.3560
H2 0.457637 2.495185 -1.716621  0.2808
H3 1.207489 4.508270 0.107578  0.2470
H4 2.713811 2.775548 -1.005775  0.2636
H5 3.076509 3.291645 0.585134  0.4761
H6 2.306934 1.727538 0.452167  0.1596
H7 -1.415491 1.481921 -0.727746  0.2418
H8 0.257858 0.878403 0.087443  0.1541
H9 -0.345511 3.023437 1.647877  0.4888
H10 -0.369596 1.591986 2.268537  0.2882
H11 -2.638367 1.529574 0.748305  0.2488
H12 -2.606119 2.042787 2.513639  0.4293
H13 -2.721417 3.256428 1.308256  0.2690
H14 -0.674365 -2.268019 -0.208751  0.2112
H15 0.344609 -2.869967 0.932989  0.2962
O1 -0.551462 -2.593623 0.716445  -0.5965
H16 -2.430992 -1.675190 -3.692494  0.3360
H17 -3.188327 -0.574890 -3.024938  0.2938
O2 -2.313707 -0.771656 -3.270880  -0.6842
H18 -3.008152 -3.018896 2.408633  0.2769
H19 -1.810632 -2.324371 1.583929  0.5029
O3 -2.652266 -2.182386 2.129054  -0.6968
H20 3.341615 -0.570846 1.045070  0.2674
H21 3.224803 0.107047 2.454541  0.2912
O4 2.736911 -0.157197 1.634736  -0.5591
H22 1.971711 -3.973691 1.241256  0.2877
H23 2.016595 -3.825641 -0.316832  0.3376
O5 1.466997 -4.130234 0.538264  -0.6576
H24 -0.078614 -0.245842 3.655565  0.3109
H25 0.623910 0.473479 4.635968  0.2902
O6 -0.014164 0.687531 4.013535  -0.6659
H26 2.614541 -2.567156 -2.688437  0.2838
H27 1.200533 -2.387670 -2.907204  0.2889
O7 1.823792 -2.868952 -2.269223  -0.5769
H28 -2.167005 -0.497456 -0.182245  0.2497
H29 -1.829626 -0.631863 -1.701792  0.4354
O8 -1.547859 -0.703031 -0.841525  -0.5628
H30 -1.566031 -3.640334 -1.889738  0.2984
H31 -3.086350 -3.157299 -1.727352  0.3234
O9 -2.303832 -3.138024 -2.345655  -0.6247
H32 2.527294 0.751425 -3.240769  0.2252
H33 3.362995 0.578509 -2.117246  0.2815
O10 2.487199 0.454540 -2.461316  -0.4761

Forces on atoms 1 to 3 (eV/Å):
C 1.884 -0.099 2.030
N -2.257 -0.193 -2.433
C -2.985 -3.651 -0.201

Summary:
Frontier orbital gap = 10.11 eV
Total charge = +1
HOMO = -12.547 eV

We obtain energy relative to the best compared isomer or geometry (same formula, charge and spin) values of 0.0, 141.3 kcal per mole for the records listed above, in that order.